Record 1
Molecular formula: C27H30FN6O4PtS2Se
Method: DFT, wB97M-V/def2-TZVPD

Positions of all 72 atoms, in Å:
Pt1 -0.376 -0.417 -0.548
Se1 -0.127 2.402 -1.107
S1 1.909 -0.605 0.134
S2 -1.450 -0.187 -2.674
F1 4.770 -2.860 -1.407
O1 0.084 -2.015 -3.803
O2 4.181 -0.426 -2.725
O3 -1.106 -4.702 -0.610
O4 0.086 -2.811 -0.589
N1 1.482 -3.440 -2.702
N2 1.277 3.953 0.849
N3 2.635 2.729 -0.336
N4 -2.675 -1.034 -0.034
N5 -0.587 0.068 1.837
N6 2.175 -1.299 -3.319
C1 -3.763 1.189 -2.805
C2 1.339 3.058 -0.164
C3 -4.964 1.673 -2.327
C4 -1.434 -1.109 2.121
C5 1.841 -0.364 1.855
C6 0.123 4.707 1.255
C7 -0.301 -3.901 -1.031
C8 2.674 -3.618 -2.076
C9 -3.442 -0.057 -0.747
C10 3.175 1.917 -1.388
C11 0.668 -0.025 2.542
C12 3.382 3.388 0.595
C13 1.165 -2.230 -3.307
C14 -4.649 0.443 -0.283
C15 3.048 -0.470 2.556
C16 3.420 -1.364 -2.706
C17 -1.261 1.331 2.145
C18 -2.983 0.342 -2.018
C19 2.539 4.157 1.328
C20 1.943 0.140 4.588
C21 0.402 -4.324 -2.428
C22 -2.797 -1.020 1.429
C23 3.099 -0.217 3.909
C24 0.743 0.232 3.905
C25 3.620 -2.655 -2.059
C26 -2.991 -2.361 -0.574
C27 -5.398 1.316 -1.058
H1 0.226 5.744 0.928
H2 4.443 3.270 0.663
H3 -0.897 -1.998 1.772
H4 -5.036 0.135 0.677
H5 -0.515 2.121 2.184
H6 -1.781 1.300 3.108
H7 -0.150 0.502 4.448
H8 -5.563 2.330 -2.935
H9 4.038 -0.299 4.433
H10 -3.400 -1.871 1.762
H11 -4.058 -2.574 -0.461
H12 3.866 1.174 -0.993
H13 2.363 1.406 -1.899
H14 -0.370 -4.227 -3.193
H15 -2.426 -3.121 -0.043
H16 -6.333 1.695 -0.673
H17 -1.602 -1.203 3.204
H18 2.827 -4.568 -1.582
H19 -2.739 -2.418 -1.633
H20 2.739 4.828 2.137
H21 1.975 0.331 5.649
H22 -3.402 1.458 -3.786
H23 3.936 -0.750 2.011
H24 1.944 -0.428 -3.788
H25 -0.767 4.283 0.792
H26 0.027 4.691 2.340
H27 0.730 -5.355 -2.336
H28 3.712 2.537 -2.107
H29 -1.973 1.578 1.358
H30 -3.294 -0.105 1.747

Summary:
- M (g mol⁻¹) = 859.745
- largest force on an atom (eV Å⁻¹) = 3.2
- multiplicity = 5
- net charge = +1
- ΔE to the lowest compared entry with this formula, charge and spin (kJ/mol) = 102.27
- HOMO level (spin up / spin down) (eV) = -10.24 / -10.40

=====

Record 2
Molecular formula: C6H36O14
Method: DFT, wB97M-V/def2-TZVPD

Positions of all 56 atoms, in Å:
O1 4.004 1.764 -0.432
O2 -5.169 -1.769 1.004
O3 2.258 -2.930 -0.859
O4 -0.761 3.574 -0.305
O5 -2.401 -3.191 1.226
O6 -0.223 -3.932 -1.429
O7 -0.069 1.374 -2.579
O8 1.265 3.258 2.374
O9 1.325 -3.532 1.649
O10 2.286 3.780 -0.642
O11 2.836 0.296 -2.283
O12 -2.425 -0.570 3.433
O13 2.624 0.594 2.099
O14 -2.416 0.852 -4.267
C1 0.806 0.540 0.604
C2 1.690 -0.113 1.405
C3 -1.487 0.174 -0.117
C4 -0.170 -0.188 -0.132
C5 -2.356 -0.572 -1.041
C6 -2.165 1.138 0.797
H1 2.606 -0.515 -1.806
H2 4.056 1.293 -1.278
H3 0.469 -3.663 -0.952
H4 0.980 -4.351 2.052
H5 -1.810 -1.431 -1.404
H6 3.037 -3.514 -0.927
H7 -2.405 -2.278 1.059
H8 2.077 0.775 -2.314
H9 1.778 2.419 2.770
H10 -2.216 -3.707 0.397
H11 2.585 4.262 -1.385
H12 -1.055 4.445 0.260
H13 -2.306 2.197 0.210
H14 1.986 -2.946 0.061
H15 0.386 2.033 -1.980
H16 -2.656 0.017 -1.960
H17 0.828 1.498 0.321
H18 0.162 3.343 0.037
H19 -1.679 -0.927 3.010
H20 -4.967 -2.563 1.468
H21 -1.992 0.123 -4.638
H22 0.078 -0.879 -0.914
H23 -4.708 -1.168 1.532
H24 -1.767 1.178 1.863
H25 -3.432 -0.699 -0.798
H26 0.026 0.535 -2.123
H27 3.975 1.159 0.291
H28 0.021 -3.935 -2.303
H29 -2.422 -0.944 4.359
H30 1.927 4.036 2.278
H31 1.708 -1.169 1.692
H32 -1.907 1.432 -3.781
H33 0.685 -2.821 1.715
H34 3.535 0.498 1.833
H35 -3.280 0.979 0.917
H36 2.718 2.881 -0.588

Summary:
- M (g mol⁻¹) = 332.340
- largest force on an atom (eV Å⁻¹) = 6.2
- multiplicity = 2
- net charge = -1
- HOMO level (spin up / spin down) (eV) = 0.06 / -4.22

=====

Record 3
Molecular formula: C45H39N5O2PSV
Method: DFT, wB97M-V/def2-TZVPD

Positions of all 94 atoms, in Å:
V1 -0.128 -0.180 -0.163
S1 -1.558 -2.057 -0.718
P1 1.601 0.990 1.473
O1 1.100 -0.662 -1.770
O2 -1.035 0.597 -1.762
N1 -1.211 1.545 0.458
N2 -1.632 -1.035 -3.249
N3 -1.017 -0.661 1.685
N4 -2.644 -3.043 -2.896
N5 0.966 -1.922 0.642
C1 -1.135 2.726 -0.176
C2 1.530 3.708 1.122
C3 0.946 -3.674 2.282
C4 2.055 -4.271 1.705
C5 -1.311 2.501 -3.877
C6 -4.469 -4.686 -2.824
C7 2.904 -1.630 4.999
C8 -0.737 -1.825 2.294
C9 -0.834 2.897 -6.197
C10 2.037 -2.518 0.090
C11 1.331 5.026 1.493
C12 0.429 -2.517 1.733
C13 -2.838 3.666 1.199
C14 -0.685 0.661 -5.338
C15 3.914 0.897 -1.850
C16 -1.059 1.137 -4.072
C17 1.249 -0.222 3.968
C18 0.771 5.323 2.729
C19 -1.211 3.372 -4.944
C20 -2.512 -1.477 3.851
C21 0.414 4.297 3.595
C22 3.312 -0.716 2.812
C23 -1.984 0.135 2.175
C24 1.666 -0.998 5.036
C25 -4.380 -5.057 -4.301
C26 1.652 0.142 -1.059
C27 5.098 1.491 -1.462
C28 5.266 1.946 -0.150
C29 -0.562 1.546 -6.392
C30 2.606 -3.674 0.584
C31 -1.481 -2.270 3.374
C32 -2.751 -0.245 3.262
C33 0.618 2.973 3.236
C34 4.258 1.823 0.807
C35 2.898 0.791 -0.887
C36 -1.969 -2.060 -2.376
C37 -1.916 3.807 0.173
C38 3.719 -1.496 3.883
C39 2.080 -0.054 2.853
C40 -2.913 2.453 1.867
C41 -1.224 0.223 -2.952
C42 -2.075 1.422 1.487
C43 3.062 1.245 0.428
C44 -3.136 -4.268 -2.221
C45 1.188 2.665 1.996
H1 0.629 6.354 3.026
H2 -4.102 -4.213 -4.945
H3 -2.896 -3.001 -3.880
H4 3.974 -0.611 1.962
H5 -1.803 4.741 -0.360
H6 4.418 2.183 1.815
H7 -0.756 3.584 -7.029
H8 -0.435 -0.383 -5.494
H9 3.768 0.535 -2.859
H10 -3.532 0.398 3.641
H11 -1.440 4.421 -4.814
H12 3.236 -2.219 5.844
H13 2.472 -5.181 2.117
H14 -0.254 1.190 -7.366
H15 -4.813 -5.547 -2.250
H16 -1.645 2.855 -2.911
H17 2.468 -2.085 -0.797
H18 6.206 2.406 0.130
H19 3.468 -4.091 0.082
H20 5.905 1.604 -2.174
H21 -1.886 -1.168 -4.222
H22 -2.378 -5.039 -2.368
H23 1.628 5.824 0.825
H24 0.486 -4.113 3.155
H25 -3.664 -5.862 -4.469
H26 -3.483 4.487 1.483
H27 0.002 4.528 4.569
H28 1.032 -1.101 5.907
H29 -3.610 2.322 2.682
H30 0.383 2.206 3.955
H31 0.271 0.237 4.015
H32 -5.348 -5.392 -4.666
H33 4.687 -1.980 3.855
H34 -3.113 -1.808 4.689
H35 -5.204 -3.895 -2.660
H36 -0.428 2.797 -0.988
H37 -3.222 -4.055 -1.158
H38 -1.263 -3.218 3.842
H39 1.983 3.500 0.160

Summary:
- M (g mol⁻¹) = 795.825
- largest force on an atom (eV Å⁻¹) = 0.2
- net charge = +4
- HOMO level (spin up / spin down) (eV) = -18.91 / -18.92